No. 1
Here is 3 unconnected molecules or ions with the total composition H5O2S from OMol25. Energies are from ωB97M-V with the def2-TZVPD basis set.

## Properties
Lowest unoccupied orbital energy = 4.16 eV
Charge = -1
HOMO level = -3.274 eV
HOMO-LUMO gap = 7.44 eV
Calculated total energy = -551.71877 a.u.

Last columns: bonded neighbours and bond lengths (Å).
Positions of all 8 atoms, in Å:
1 S 0.33580 -0.12834 0.03183  H2 1.342
2 H 0.36782 0.04941 -1.29794  S1 1.342
3 H -0.64527 -2.12501 -0.25669  O5 0.994
4 H -1.53531 -3.07116 0.52466  O5 0.961
5 O -1.10880 -3.00085 -0.33343  H3 0.994, H4 0.961
6 H 0.48198 2.34579 0.99686  O8 0.969
7 H 1.29681 2.79278 -0.20713  O8 0.959
8 O 0.80696 3.13738 0.54183  H6 0.969, H7 0.959

=====

No. 2
Here is 14 unconnected molecules or ions with the total composition C14H56O21 from OMol25. Energies are from ωB97M-V with the def2-TZVPD basis set.

## Properties
Lowest unoccupied orbital energy (alpha / beta) = -2.83 / -9.41 eV
Charge = +1
Multiplicity = 2
HOMO level (alpha / beta) = -11.097 / -11.092 eV
HOMO-LUMO gap (alpha / beta) = 8.27 / 1.68 eV
Calculated total energy = -2146.48766 a.u.

Last columns: bonded neighbours and bond lengths (Å).
Positions of all 91 atoms, in Å:
1 O -3.23774 -0.88082 3.23799  H2 0.957, H3 0.957
2 H -3.21721 -1.27865 2.36763  O1 0.957
3 H -3.81294 -1.45048 3.74874  O1 0.957
4 O -3.29227 2.86019 -0.16241  H5 0.957, H6 0.957
5 H -3.11066 2.29200 -0.91102  O4 0.957
6 H -4.20917 2.68860 0.05225  O4 0.957
7 O -0.61921 -2.59571 -2.44420  H8 0.957, H9 0.957
8 H -0.20448 -1.77189 -2.70024  O7 0.957
9 H -0.01986 -3.27343 -2.75676  O7 0.957
10 O 0.70419 -0.70791 4.45707  H11 0.957, H12 0.957
11 H 0.28063 -0.77963 3.60168  O10 0.957
12 H 1.48360 -0.17637 4.29511  O10 0.957
13 O -0.66103 -0.13708 -3.98158  H14 0.957, H15 0.957
14 H -1.36492 -0.56553 -4.46860  O13 0.957
15 H -0.53436 0.69958 -4.42901  O13 0.957
16 O 1.90464 1.72511 2.61949  H17 0.957, H18 0.957
17 H 2.62240 2.03823 2.06903  O16 0.957
18 H 1.47922 1.04611 2.09584  O16 0.957
19 O 1.89409 0.07599 -2.79751  H20 0.957, H21 0.957
20 H 1.89282 -0.63815 -3.43488  O19 0.957
21 H 1.30610 0.73232 -3.17133  O19 0.957
22 C -0.55445 0.77062 -0.67717  C23 1.616, O25 1.418, H26 1.090, H27 1.090
23 C 0.51938 -0.05570 0.20312  C22 1.616, O24 1.445, H28 1.090, H29 1.090
24 O 0.13107 -0.35642 1.56201  C23 1.445, H30 0.960
25 O -1.65486 -0.06374 -1.00071  C22 1.418, H31 0.960
26 H -0.00003 1.22510 -1.49824  C22 1.090
27 H -1.02856 1.61215 -0.17205  C22 1.090
28 H 1.47839 0.45932 0.14704  C23 1.090
29 H 0.62387 -1.02241 -0.28948  C23 1.090
30 H -0.68737 -0.85528 1.50818  O24 0.960
31 H -1.51642 -0.23543 -1.93503  O25 0.960
32 C -4.61960 -1.49839 0.12022  C33 1.567, O35 1.390, H36 1.090, H37 1.090
33 C -5.27669 -2.64422 -0.72365  C32 1.567, O34 1.416, H38 1.090, H39 1.090
34 O -5.39793 -3.82755 0.04495  C33 1.416, H40 0.960
35 O -3.33015 -1.75632 0.57193  C32 1.390, H41 0.960
36 H -5.12474 -1.33750 1.07261  C32 1.090
37 H -4.52937 -0.58068 -0.46096  C32 1.090
38 H -4.63377 -2.76277 -1.59583  C33 1.090
39 H -6.29637 -2.32621 -0.94097  C33 1.090
40 H -4.48943 -4.09998 0.19332  O34 0.960
41 H -2.72107 -1.42966 -0.09434  O35 0.960
42 C 2.90347 4.07630 -3.73349  C43 1.526, O45 1.346, H46 1.090, H47 1.090
43 C 1.60978 3.61299 -3.07001  C42 1.526, O44 1.492, H48 1.090, H49 1.090
44 O 0.77424 2.66484 -3.86227  C43 1.492, H50 0.960
45 O 2.88544 4.58375 -4.98009  C42 1.346, H51 0.960
46 H 3.67993 3.31412 -3.66795  C42 1.090
47 H 3.29055 4.86086 -3.08330  C42 1.090
48 H 1.11375 4.55913 -2.85353  C43 1.090
49 H 1.94996 3.16908 -2.13442  C43 1.090
50 H 0.34247 3.28128 -4.45824  O44 0.960
51 H 3.15515 3.96290 -5.66083  O45 0.960
52 C 5.31255 2.55635 0.49406  C53 1.526, O55 1.377, H56 1.090, H57 1.090
53 C 5.36453 3.81363 1.35698  C52 1.526, O54 1.436, H58 1.090, H59 1.090
54 O 5.98503 3.57760 2.63077  C53 1.436, H60 0.960
55 O 4.01242 2.12278 0.36077  C52 1.377, H61 0.960
56 H 6.08683 1.81042 0.67346  C52 1.090
57 H 5.47001 2.76550 -0.56403  C52 1.090
58 H 4.41075 4.34084 1.37823  C53 1.090
59 H 5.90707 4.55666 0.77247  C53 1.090
60 H 5.46053 3.95676 3.33982  O54 0.960
61 H 4.01747 1.56379 -0.41968  O55 0.960
62 C -1.87328 -4.64550 1.86796  C63 1.505, O65 1.391, H66 1.090, H67 1.090
63 C -1.20213 -4.51845 0.52732  C62 1.505, O64 1.469, H68 1.090, H69 1.090
64 O -0.59078 -3.19604 0.33789  C63 1.469, H70 0.960
65 O -3.21702 -4.29048 1.81765  C62 1.391, H71 0.960
66 H -1.30200 -4.21232 2.68899  C62 1.090
67 H -1.96309 -5.72510 1.98833  C62 1.090
68 H -1.81972 -4.66114 -0.35942  C63 1.090
69 H -0.53399 -5.37905 0.49470  C63 1.090
70 H -0.48194 -3.01744 -0.59905  O64 0.960
71 H -3.28123 -3.35727 1.60179  O65 0.960
72 C -2.31093 3.89121 3.59674  C73 1.529, O75 1.380, H76 1.090, H77 1.090
73 C -2.71125 4.87453 2.49654  C72 1.529, O74 1.368, H78 1.090, H79 1.090
74 O -1.86773 4.91598 1.41977  C73 1.368, H80 0.960
75 O -3.12660 4.00416 4.70374  C72 1.380, H81 0.960
76 H -1.34988 4.30839 3.89751  C72 1.090
77 H -1.93614 2.92091 3.27093  C72 1.090
78 H -2.94970 5.88130 2.83954  C73 1.090
79 H -3.72640 4.60512 2.20504  C73 1.090
80 H -2.06885 4.15800 0.86604  O74 0.960
81 H -4.00906 3.76894 4.40788  O75 0.960
82 C 3.65593 -4.89034 -0.42456  C83 1.634, O85 1.393, H86 1.090, H87 1.090
83 C 2.23611 -5.37785 -1.06915  C82 1.634, O84 1.364, H88 1.090, H89 1.090
84 O 1.70043 -4.38179 -1.83118  C83 1.364, H90 0.960
85 O 3.42212 -3.94572 0.57251  C82 1.393, H91 0.960
86 H 4.21214 -4.34913 -1.18995  C82 1.090
87 H 4.32010 -5.62835 0.02525  C82 1.090
88 H 1.60655 -5.86269 -0.32304  C83 1.090
89 H 2.64052 -6.21419 -1.63931  C83 1.090
90 H 1.64051 -3.56131 -1.33638  O84 0.960
91 H 2.97956 -4.38097 1.30483  O85 0.960